{
  "formula": "C4H4FNO2",
  "method": "wB97M-V/def2-TZVPD",
  "homo_lumo_gap_ev": 9.2704,
  "de_lowest_ev": 1.901,
  "charge": 0,
  "lumo_energy_ev": -0.5,
  "e_tot_ev": -12512.579,
  "smiles": "N=C=CC=O.O=CF",
  "elements": ["N", "C", "C", "C", "O", "H", "H", "H", "O", "C", "F", "H"],
  "xyz": [[-0.42, 1.97, -0.26], [0.03, 1.05, 0.34], [1.00, 0.28, 0.79], [1.70, -0.67, -0.03], [1.60, -0.89, -1.21], [-1.32, 2.25, -0.63], [1.07, 0.37, 1.81], [2.50, -1.34, 0.38], [-2.52, -0.06, -0.48], [-1.49, -0.62, -0.32], [-1.40, -1.47, 0.74], [-0.75, -0.85, -1.13]],
  "nbo_charge": [-0.558, 0.487, -0.547, 0.385, -0.564, 0.434, 0.256, 0.139, -0.533, 0.674, -0.354, 0.182]
}

=====

{
  "formula": "C4H4FNO3",
  "method": "wB97M-V/def2-TZVPD",
  "homo_lumo_gap_ev": 9.9857,
  "de_lowest_ev": 2.671,
  "charge": 0,
  "lumo_energy_ev": -0.6,
  "e_tot_ev": -14556.795,
  "smiles": "O=C([C@H]1C[C@@H]1F)[N+](=O)[O-]",
  "elements": ["O", "C", "C", "C", "C", "F", "N", "O", "O", "H", "H", "H", "H"],
  "xyz": [[-2.24, 1.17, 1.21], [-2.20, 0.31, 0.41], [-0.61, -0.26, -0.39], [0.69, 0.43, -0.12], [0.23, -0.74, 0.69], [1.02, -1.83, 0.38], [-3.44, -0.40, -0.12], [-3.79, -0.04, -1.22], [-4.02, -1.20, 0.59], [-0.98, -0.83, -1.21], [1.34, 0.22, -0.96], [0.68, 1.38, 0.20], [0.05, -0.87, 1.67]],
  "nbo_charge": [-0.469, 0.650, -0.271, -0.438, 0.172, -0.357, 0.444, -0.342, -0.329, 0.246, 0.254, 0.234, 0.206]
}

=====

{
  "formula": "C4H4GaLiO2",
  "method": "wB97M-V/def2-TZVPD",
  "homo_lumo_gap_ev": 2.9781,
  "de_lowest_ev": 3.350,
  "charge": 2,
  "lumo_energy_ev": -11.7,
  "e_tot_ev": -60864.581,
  "elements": ["O", "C", "C", "H", "H", "H", "C", "C", "O", "Li", "H", "Ga"],
  "xyz": [[0.80, -0.89, -0.83], [1.22, 0.24, -1.09], [2.16, 0.95, -1.68], [2.89, 0.44, -2.32], [2.23, 2.01, -1.49], [-0.56, -1.15, 0.25], [-0.33, 1.42, 0.26], [-1.15, 0.64, 0.78], [-1.41, -0.61, 0.93], [-2.76, -1.48, 2.05], [0.28, 2.28, 0.48], [-3.36, -3.84, 2.65]],
  "nbo_charge": [-0.573, 0.658, -0.644, 0.308, 0.269, 0.566, -0.286, 0.289, -0.846, 0.929, 0.284, 1.047]
}

=====

{
  "formula": "C4H4HgO6",
  "method": "wB97M-V/def2-TZVPD",
  "homo_lumo_gap_ev": [3.4542, 5.5440],
  "de_lowest_ev": 3.359,
  "spin_multiplicity": 2,
  "charge": 1,
  "s_squared": 0.75,
  "lumo_energy_ev": [-8.1, -8.1],
  "e_tot_ev": -20658.842,
  "elements": ["O", "C", "O", "O", "O", "C", "C", "Hg", "H", "H", "H", "C", "O", "H", "O"],
  "xyz": [[-1.78, 2.27, -1.26], [-1.34, 1.56, -0.32], [-1.96, 1.50, 0.78], [-0.22, 0.89, -0.52], [1.73, 0.32, 0.43], [2.26, -0.58, -0.47], [0.37, 0.21, 0.57], [-3.19, 2.75, -0.01], [3.24, -0.94, -0.16], [1.85, -0.55, -1.48], [0.03, 0.60, 1.54], [0.16, -1.45, 0.47], [0.33, -2.12, 1.46], [-0.96, -2.66, -0.44], [-0.52, -1.81, -0.59]],
  "nbo_charge": [-0.730, 0.959, -0.777, -0.436, -0.492, -0.035, 0.277, 1.609, 0.201, 0.177, 0.222, 0.742, -0.544, 0.516, -0.687]
}

=====

{
  "formula": "C4H4I4",
  "method": "wB97M-V/def2-TZVPD",
  "homo_lumo_gap_ev": [6.9934, 7.1699],
  "de_lowest_ev": 2.439,
  "charge": 0,
  "lumo_energy_ev": [-0.8, -1.0],
  "e_tot_ev": -36611.104,
  "elements": ["C", "C", "C", "C", "I", "I", "I", "I", "H", "H", "H", "H"],
  "xyz": [[-0.61, -0.26, 1.05], [0.35, -1.14, 0.65], [0.96, -0.01, -2.10], [1.75, -0.88, 0.55], [-0.24, 1.62, -1.73], [0.17, -1.75, -3.01], [2.30, 1.07, 1.00], [3.12, -2.32, 0.19], [-1.59, -0.24, 0.68], [-0.28, 0.66, 1.44], [0.10, -2.16, 0.36], [2.03, 0.14, -2.35]],
  "nbo_charge": [-0.358, -0.349, -0.653, -0.435, 0.277, 0.193, 0.214, 0.290, 0.209, 0.190, 0.228, 0.195]
}

=====

{
  "formula": "C4H4I4",
  "method": "wB97M-V/def2-TZVPD",
  "homo_lumo_gap_ev": [7.2710, 6.0829],
  "de_lowest_ev": 0.000,
  "spin_multiplicity": 3,
  "charge": 0,
  "s_squared": 2.04,
  "lumo_energy_ev": [-0.7, -3.4],
  "e_tot_ev": -36612.220,
  "elements": ["C", "C", "C", "C", "I", "I", "I", "I", "H", "H", "H", "H"],
  "xyz": [[0.24, -0.34, -0.96], [-0.43, -1.03, 0.05], [-0.53, 1.18, 1.30], [-0.96, -0.24, 1.07], [-1.89, 2.31, 0.02], [1.57, 1.59, 1.29], [5.18, 0.67, 0.57], [-2.00, -1.17, 2.74], [0.11, 0.71, -1.15], [0.97, -0.82, -1.62], [-0.61, -2.07, -0.05], [-0.89, 1.48, 2.31]],
  "nbo_charge": [-0.313, -0.337, -0.603, -0.130, 0.142, 0.208, -0.013, 0.157, 0.195, 0.204, 0.238, 0.254]
}

=====

{
  "formula": "C4H4IN",
  "method": "wB97M-V/def2-TZVPD",
  "homo_lumo_gap_ev": [8.9146, 6.7553],
  "de_lowest_ev": 6.379,
  "charge": 0,
  "lumo_energy_ev": [-0.5, -1.5],
  "e_tot_ev": -13796.677,
  "elements": ["C", "C", "C", "C", "N", "I", "H", "H", "H", "H"],
  "xyz": [[-0.30, 1.20, 2.05], [0.32, 0.04, 1.72], [0.01, 0.18, -0.47], [0.14, -1.03, -1.39], [-0.87, 2.22, 1.95], [0.02, 2.18, -1.01], [0.06, -0.85, 2.27], [0.49, -1.93, -0.90], [-0.79, -1.21, -1.91], [0.92, -0.79, -2.31]],
  "nbo_charge": [0.111, -0.154, -0.143, -0.754, -0.283, 0.306, 0.204, 0.245, 0.243, 0.225]
}

=====

{
  "formula": "C4H4INO",
  "method": "wB97M-V/def2-TZVPD",
  "homo_lumo_gap_ev": 8.6538,
  "de_lowest_ev": 3.349,
  "charge": 0,
  "lumo_energy_ev": -0.1,
  "e_tot_ev": -15845.869,
  "elements": ["C", "C", "C", "C", "N", "O", "I", "H", "H", "H", "H"],
  "xyz": [[-2.33, -0.25, 0.30], [-1.23, -0.08, 0.72], [1.48, 0.82, -1.26], [0.15, -0.03, 1.05], [1.12, -0.58, 0.10], [1.01, 1.91, -1.12], [0.41, -2.06, -1.18], [-3.42, -0.42, 0.08], [2.16, 0.24, -1.82], [0.15, -0.53, 2.05], [0.49, 0.99, 1.08]],
  "nbo_charge": [-0.231, -0.031, 0.615, -0.363, -0.677, -0.454, 0.239, 0.252, 0.182, 0.230, 0.240]
}

=====

{
  "formula": "C4H4IrO2",
  "method": "wB97M-V/def2-TZVPD",
  "homo_lumo_gap_ev": [4.3879, 8.2834],
  "de_lowest_ev": 0.022,
  "spin_multiplicity": 6,
  "charge": 4,
  "s_squared": 8.76,
  "lumo_energy_ev": [-20.8, -23.7],
  "e_tot_ev": -11075.931,
  "elements": ["H", "O", "C", "C", "C", "C", "O", "Ir", "H", "H", "H"],
  "xyz": [[-0.56, 2.88, 0.00], [-2.37, 1.38, -0.71], [-1.73, 0.47, -0.78], [-0.70, -0.55, -0.87], [-0.06, -0.81, 0.47], [1.13, -0.41, 0.80], [2.17, -0.02, 1.18], [3.92, 0.10, 1.59], [-0.01, -0.20, -1.65], [-1.22, -1.45, -1.26], [-0.58, -1.40, 1.23]],
  "nbo_charge": [0.059, -0.031, 0.952, -0.639, 0.011, 0.916, -0.464, 1.964, 0.385, 0.438, 0.410]
}

=====

{
  "formula": "C4H4LaO5",
  "method": "wB97M-V/def2-TZVPD",
  "homo_lumo_gap_ev": [5.5082, 5.4692],
  "de_lowest_ev": 0.090,
  "spin_multiplicity": 2,
  "charge": 0,
  "s_squared": 0.75,
  "lumo_energy_ev": [-0.7, -1.0],
  "e_tot_ev": -15305.200,
  "elements": ["O", "H", "O", "C", "C", "O", "C", "H", "H", "H", "La", "C", "O", "O"],
  "xyz": [[-1.20, 0.12, -0.43], [-4.56, -1.68, 0.52], [-3.27, -0.08, 0.59], [-3.58, -1.39, 0.13], [-2.43, -2.25, 0.68], [-1.59, -1.32, 1.34], [-1.85, -0.02, 0.79], [-3.61, -1.43, -0.97], [-1.88, -2.77, -0.13], [-2.77, -3.01, 1.40], [-0.14, 2.23, 0.72], [1.30, 1.31, -3.01], [1.26, 0.70, -4.00], [1.42, 2.08, -2.14]],
  "mulliken_spin": [-0.077, 0.000, 0.032, -0.002, -0.001, 0.030, -0.122, -0.001, -0.001, 0.000, 1.168, -0.021, 0.002, -0.007]
}

=====

{
  "formula": "C4H4Li2O",
  "method": "wB97M-V/def2-TZVPD",
  "homo_lumo_gap_ev": [8.3359, 7.4385],
  "de_lowest_ev": 0.000,
  "spin_multiplicity": 2,
  "charge": 1,
  "s_squared": 0.75,
  "lumo_energy_ev": [-4.8, -5.3],
  "e_tot_ev": -6660.306,
  "elements": ["C", "C", "O", "C", "C", "H", "H", "H", "H", "Li", "Li"],
  "xyz": [[1.36, -1.55, 0.45], [2.15, -2.55, 0.28], [-1.03, 1.19, -0.25], [0.44, -0.38, 0.63], [-0.26, 0.10, -0.65], [-0.27, -0.64, 1.43], [1.09, 0.42, 1.06], [-0.86, -0.73, -1.05], [0.51, 0.36, -1.40], [-2.79, 0.96, 0.00], [-0.35, 2.83, -0.51]],
  "nbo_charge": [-0.075, 0.061, -1.188, -0.533, -0.058, 0.248, 0.249, 0.167, 0.168, 0.981, 0.981]
}

=====

{
  "formula": "C4H4LiO",
  "method": "wB97M-V/def2-TZVPD",
  "homo_lumo_gap_ev": 5.7079,
  "de_lowest_ev": 0.270,
  "charge": -1,
  "lumo_energy_ev": 3.2,
  "e_tot_ev": -6462.565,
  "elements": ["H", "C", "C", "C", "H", "H", "C", "O", "Li", "H"],
  "xyz": [[-1.29, 1.09, 0.17], [-0.54, 1.05, -0.59], [0.25, 1.13, -1.54], [1.20, 1.35, -2.58], [0.96, 2.23, -3.20], [1.33, 0.47, -3.23], [4.76, 0.83, -2.01], [4.40, 0.63, -0.82], [3.02, 1.78, -1.51], [5.79, 0.39, -2.20]],
  "nbo_charge": [0.211, -0.531, 0.029, -1.038, 0.191, 0.202, -0.127, -0.771, 0.829, 0.006]
}